ORCA calculation (ωB97M-V/def2-TZVPD) on a cluster of 2 separate species, C6H12N2O2 in total.

Each line ends with the natural charge from an NBO analysis.
Positions of all 22 atoms, in Å:
C -1.715 -0.525 -1.874  -0.63
C 1.084 -0.481 -0.121  0.51
H 2.072 1.058 -0.932  0.40
H -0.556 2.957 -0.190  0.47
C -0.979 -1.600 0.481  -0.25
H 2.668 -1.270 1.056  0.25
H -1.183 -0.709 -2.797  0.21
C -1.097 -0.701 -0.681  0.16
H -1.941 1.285 0.237  0.13
O -0.116 2.100 -0.274  -0.77
C -0.875 1.119 0.396  0.21
H 0.212 1.258 2.007  0.46
H -1.452 -2.571 0.388  0.22
H -0.913 -1.190 1.482  0.22
O -0.730 1.211 1.810  -0.75
N 0.156 -1.437 -0.444  -0.46
N 1.627 0.183 -1.172  -0.76
H 0.992 0.296 -1.957  0.41
C 1.865 -0.530 1.152  -0.70
H 1.243 -0.818 1.996  0.24
H -2.695 -0.071 -1.927  0.21
H 2.334 0.433 1.362  0.23

For the gap between HOMO and LUMO (spin up / spin down), the calculation gives 6.94 / 6.94 eV. The value obtained for the HOMO energy (spin up / spin down) is -6.3 / -6.3 eV. The spin multiplicity is 1. The calculation puts the energy above the lowest of the compared OMol25 structures with the same formula, charge and spin at 6.162 eV.


ORCA calculation (ωB97M-V/def2-TZVPD) on the molecule C6H12N2O2S at a distorted geometry.

Each line ends with the natural charge from an NBO analysis.
Positions of all 23 atoms, in Å:
C -3.303 -0.180 0.450  -0.43
H 1.622 -1.445 -1.039  0.20
O -0.004 0.601 1.512  -0.92
C 2.773 -1.090 0.803  -0.42
H -1.763 -1.655 0.974  0.22
H 2.639 -2.200 1.034  0.22
N -0.906 -0.409 -0.555  -0.87
H 2.567 -0.489 1.691  0.24
H -3.897 -0.346 1.329  0.23
H -1.010 -0.258 -1.588  0.40
H -3.328 0.822 0.117  0.23
H 1.555 1.131 -1.432  0.41
H 4.132 -1.506 -0.882  0.22
C -2.054 -0.925 0.215  -0.06
C -3.277 -1.241 -0.640  -0.42
O -0.367 2.187 -0.448  -0.94
C 3.624 -0.700 -0.316  -0.42
N 1.459 0.629 -0.601  -0.87
S 0.001 0.857 0.106  2.40
H 4.154 0.216 -0.206  0.23
H -3.847 -2.192 -0.525  0.23
H -3.115 -0.839 -1.674  0.21
C 2.132 -0.661 -0.497  -0.09

For the gap between HOMO and LUMO, the calculation gives 10.38 eV. The value obtained for the HOMO energy is -9.8 eV. The spin multiplicity is 1. The calculation puts the energy above the lowest of the compared OMol25 structures with the same formula, charge and spin at 2.515 eV.


ORCA calculation (ωB97M-V/def2-TZVPD) on a cluster of 2 separate species, C6H12N2O6S in total at a distorted geometry.

Each line ends with the natural charge from an NBO analysis.
Positions of all 27 atoms, in Å:
H -3.125 -0.190 -2.075  0.20
C 1.862 1.574 -0.449  0.69
C -3.683 0.132 -1.094  0.33
H 3.653 1.630 0.287  0.23
C 0.386 -0.946 -0.286  -0.51
H -2.854 0.007 1.784  0.52
O -4.574 1.095 -1.078  -0.64
H 0.199 -1.030 -1.329  0.26
C 3.076 2.437 -0.157  -0.71
H 1.206 -1.604 1.585  0.21
O -0.797 0.173 1.817  -0.98
N -3.143 -0.470 -0.055  0.28
O -3.589 0.140 1.151  -0.61
H -4.469 1.490 -0.204  0.51
H 1.613 -2.959 -1.177  0.22
H 1.429 1.459 1.694  0.45
H 1.386 -3.814 0.448  0.23
C 1.088 -1.815 0.484  -0.10
O -2.224 -1.324 -0.053  -0.56
N 1.123 1.284 0.687  -0.91
S -0.313 0.419 0.482  2.33
H 2.955 -2.855 -0.031  0.22
C 1.832 -3.013 -0.152  -0.64
O 1.644 1.110 -1.565  -0.58
H 3.002 3.192 0.683  0.23
O -1.257 1.155 -0.324  -0.93
H 3.576 2.724 -1.074  0.25

For the gap between HOMO and LUMO, the calculation gives 8.45 eV. The value obtained for the HOMO energy is -8.1 eV. The spin multiplicity is 1. The calculation puts the energy above the lowest of the compared OMol25 structures with the same formula, charge and spin at 1.559 eV.


ORCA calculation (ωB97M-V/def2-TZVPD) on a structure of composition C6H12N2OPSn at a distorted geometry.

Each line ends with the natural charge from an NBO analysis.
Positions of all 23 atoms, in Å:
H 0.512 -0.923 4.703  0.42
H 0.005 1.274 4.395  0.41
H -1.462 -1.048 -4.272  0.23
H -0.757 3.468 -1.039  0.09
C -0.010 -0.075 2.903  0.80
C -0.621 -1.242 -3.611  -0.34
P -0.653 3.088 0.341  -0.03
Sn -1.884 0.720 0.810  0.65
H -1.003 -3.348 -2.923  0.22
N 0.396 -1.071 3.708  -0.77
H 0.531 0.687 -3.682  0.21
C 1.346 -1.003 -2.383  -0.17
H 1.288 -3.063 -1.513  0.22
H -1.311 4.176 1.014  0.07
C -0.380 -2.457 -2.893  -0.05
N -0.287 1.132 3.432  -0.80
H 0.491 -2.007 3.332  0.44
C 0.831 -2.304 -2.145  -0.35
H -0.236 1.951 2.824  0.41
H 0.743 3.267 0.631  0.07
H 2.260 -0.574 -1.979  0.21
O -0.219 -0.320 1.652  -0.77
C 0.420 -0.327 -3.306  -0.18

For the gap between HOMO and LUMO (spin up / spin down), the calculation gives 6.51 / 6.23 eV. The net charge is +1. The value obtained for the HOMO energy (spin up / spin down) is -10.5 / -10.1 eV. The spin multiplicity is 1. The calculation puts the energy above the lowest of the compared OMol25 structures with the same formula, charge and spin at 0.000 eV.


ORCA calculation (ωB97M-V/def2-TZVPD) on the molecule C6H12N2Si at a distorted geometry.

Each line ends with the natural charge from an NBO analysis.
Positions of all 21 atoms, in Å:
H 0.773 1.864 -3.078  0.23
C 1.257 1.210 0.699  -0.04
H -1.975 -1.125 1.565  0.18
N -0.162 -0.305 0.687  -0.44
C 0.326 0.730 -1.284  -0.03
C -0.421 -0.219 -0.611  0.24
H -2.121 -1.604 -0.519  0.23
Si 1.726 1.729 2.422  0.85
H 0.290 0.082 -3.386  0.20
H -0.693 -0.531 2.607  0.20
H -0.844 1.218 -2.888  0.20
C -0.844 -0.966 1.723  -0.40
H 0.409 1.403 3.119  -0.15
H 2.360 3.044 2.400  -0.13
C 0.154 0.967 -2.693  -0.62
C -1.500 -1.035 -1.259  -0.67
H -0.858 -1.656 -1.962  0.24
N 1.189 1.426 -0.561  -0.36
H 2.695 0.821 3.079  -0.16
H -0.451 -2.036 1.908  0.19
H -2.136 -0.391 -1.918  0.23

For the gap between HOMO and LUMO, the calculation gives 8.07 eV. The value obtained for the HOMO energy is -7.2 eV. The spin multiplicity is 1. The calculation puts the energy above the lowest of the compared OMol25 structures with the same formula, charge and spin at 5.006 eV.


ORCA calculation (ωB97M-V/def2-TZVPD) on the ion C6H12N3 with charge +1 at a distorted geometry.

Each line ends with the natural charge from an NBO analysis.
Positions of all 21 atoms, in Å:
C 1.209 1.063 -0.130  0.28
C -2.137 0.695 -0.166  -0.66
C 0.876 -1.402 1.872  -0.63
H -3.219 0.630 -0.375  0.25
H -0.349 -1.657 -1.239  0.43
N 0.884 -0.263 -0.157  -0.08
H 0.717 -0.520 2.459  0.22
C -0.419 1.852 -1.693  0.24
H -0.852 2.699 -2.198  0.25
H 1.880 -2.210 0.101  0.25
H 1.635 -1.881 2.415  0.24
C 1.671 -1.182 0.595  -0.24
H 2.664 -0.724 0.740  0.24
H -1.735 0.028 -2.148  0.25
N -0.217 -0.787 -0.852  -0.41
C -1.122 0.409 -1.300  -0.13
H -1.840 -0.025 0.600  0.23
N 0.658 1.998 -1.000  -0.46
H 1.981 1.467 0.485  0.25
H -0.162 -1.907 1.719  0.24
H -2.123 1.717 0.272  0.23

For the gap between HOMO and LUMO (spin up / spin down), the calculation gives 8.58 / 8.58 eV. The net charge is +1. The value obtained for the HOMO energy (spin up / spin down) is -13.7 / -13.7 eV. The spin multiplicity is 1. The calculation puts the energy above the lowest of the compared OMol25 structures with the same formula, charge and spin at 4.930 eV.


ORCA calculation (ωB97M-V/def2-TZVPD) on the ion C6H12N3 with charge +1 at a distorted geometry.

Each line ends with the natural charge from an NBO analysis.
Positions of all 21 atoms, in Å:
N 0.176 -1.065 -0.105  -0.40
H 1.430 -2.355 0.910  0.20
C -0.416 1.301 -1.012  -0.68
H -3.526 -0.453 1.265  0.22
H 2.948 2.141 1.424  0.28
H -1.384 1.765 -0.736  0.21
H 0.354 1.984 -0.799  0.23
H 3.426 -1.665 -0.489  0.26
H 2.523 -0.773 -1.522  0.24
C -2.612 0.007 1.073  -0.44
H -2.711 1.069 1.163  0.23
C 2.600 -0.937 -0.504  -0.32
N -2.073 -0.449 -0.242  -0.52
C 2.867 1.243 0.888  0.34
H -1.981 -0.174 2.011  0.24
N 3.034 0.291 0.199  -0.18
C 1.324 -1.597 0.091  -0.17
H -2.814 -0.150 -0.806  0.42
H -2.206 -1.446 -0.250  0.44
C -0.577 -0.128 -0.511  0.18
H -0.383 1.390 -2.048  0.23

For the gap between HOMO and LUMO (spin up / spin down), the calculation gives 6.11 / 6.10 eV. The net charge is +1. The value obtained for the HOMO energy (spin up / spin down) is -10.1 / -10.1 eV. The spin multiplicity is 1. The calculation puts the energy above the lowest of the compared OMol25 structures with the same formula, charge and spin at 6.593 eV.


ORCA calculation (ωB97M-V/def2-TZVPD) on the ion C6H12N3 with charge +1 at a distorted geometry.

Each line ends with the natural charge from an NBO analysis.
Positions of all 21 atoms, in Å:
C 0.448 -1.055 0.119  -0.18
H 2.806 -2.082 0.026  0.24
C -0.600 0.002 0.010  0.39
C 3.003 -0.944 0.159  -0.42
N -1.907 -0.209 -0.174  -0.57
H -3.516 -1.140 0.593  0.23
H 0.387 -1.999 0.608  0.24
C -2.416 -1.331 0.400  -0.43
H 0.300 3.080 -1.012  0.25
C 1.393 0.847 -0.080  0.24
N 1.657 -0.404 0.018  -0.26
H -2.075 -1.634 1.379  0.21
H 2.093 1.628 -0.378  0.23
N 0.060 1.174 -0.069  -0.32
H -1.364 2.240 -1.118  0.22
H -2.321 -2.130 -0.304  0.21
H -2.440 0.650 -0.296  0.41
H 3.565 -0.508 -0.664  0.23
H 3.692 -0.873 0.983  0.26
H -0.917 2.959 0.387  0.23
C -0.512 2.434 -0.423  -0.42

For the gap between HOMO and LUMO, the calculation gives 9.34 eV. The net charge is +1. The value obtained for the HOMO energy is -12.2 eV. The spin multiplicity is 1. The calculation puts the energy above the lowest of the compared OMol25 structures with the same formula, charge and spin at 2.261 eV.


ORCA calculation (ωB97M-V/def2-TZVPD) on the ion C6H12N3 with charge +1 at a distorted geometry.

Each line ends with the natural charge from an NBO analysis.
Positions of all 21 atoms, in Å:
C 0.133 0.729 -1.038  0.28
H 0.139 -3.156 -0.526  0.25
H 2.160 0.139 -1.345  0.26
N 0.065 1.896 -1.468  -0.55
H 1.838 1.851 0.539  0.25
H -0.754 0.412 1.226  0.20
H -2.028 0.275 -1.423  0.25
H -0.924 2.323 -1.591  0.37
H 1.430 0.448 1.589  0.21
N -1.061 -1.526 -0.677  -0.51
C 1.986 0.850 0.635  -0.60
H 2.132 -1.737 0.053  0.46
H -1.738 -2.273 -0.695  0.44
C -1.220 -0.067 -0.765  -0.13
C 0.122 -2.012 -0.479  0.38
H -2.582 -0.151 1.132  0.24
N 1.208 -1.274 -0.300  -0.54
H 3.090 0.749 0.680  0.24
H -1.929 1.427 0.543  0.22
C 1.376 0.140 -0.575  -0.14
C -1.679 0.433 0.709  -0.58

For the gap between HOMO and LUMO, the calculation gives 10.55 eV. The net charge is +1. The value obtained for the HOMO energy is -13.9 eV. The spin multiplicity is 1. The calculation puts the energy above the lowest of the compared OMol25 structures with the same formula, charge and spin at 2.084 eV.


ORCA calculation (ωB97M-V/def2-TZVPD) on the ion C6H12N3O with charge +1 at a distorted geometry.

Each line ends with the natural charge from an NBO analysis.
Positions of all 22 atoms, in Å:
N -0.072 -0.657 -0.268  -0.37
C 1.997 0.323 0.598  -0.67
H -0.299 -2.428 -1.289  0.22
N 1.753 -2.108 0.319  -0.73
C -0.391 1.597 -1.112  0.01
H -1.690 3.324 -1.332  0.42
H -2.578 0.478 0.834  0.20
C 1.248 -0.918 0.219  0.59
H 1.280 0.996 1.082  0.27
O -1.959 2.337 0.389  -0.36
H -1.852 -1.689 -0.949  0.26
N -1.138 2.653 -0.708  -0.30
H 0.332 1.651 -1.889  0.24
C -0.626 0.576 -0.289  -0.02
C -1.676 1.007 0.786  -0.10
H 2.222 0.794 -0.331  0.26
C -0.893 -1.878 -0.497  -0.45
H -1.076 1.232 1.735  0.18
H 1.142 -2.933 0.145  0.45
H 2.595 -2.105 0.914  0.44
H -1.101 -2.431 0.441  0.22
H 2.781 0.181 1.203  0.24

For the gap between HOMO and LUMO, the calculation gives 8.03 eV. The net charge is +1. The value obtained for the HOMO energy is -11.2 eV. The spin multiplicity is 1. The calculation puts the energy above the lowest of the compared OMol25 structures with the same formula, charge and spin at 4.867 eV.